C37H26F5N5OS5Ti | wB97M-V/def2-TZVPD

Values from the calculation:
LUMO level (spin up / spin down)	0.11 / 0.10	eV
expectation value of S²	2.011
Kohn-Sham gap (spin up / spin down)	5.20 / 7.31	eV
HOMO energy (spin up / spin down)	-5.1 / -7.2	eV
multiplicity	3

```
80
Properties=species:S:1:pos:R:3:lowdin_charge:R:1
Ti 0.6063 0.2545 0.3490 0.78
N 1.6745 0.0746 4.2983 0.09
C 0.3042 0.0242 4.5842 -0.10
C -0.3480 -0.0403 3.4096 -0.14
N 0.5574 -0.0130 2.3506 -0.08
C 1.8046 0.0746 2.9277 -0.28
C 2.9083 0.1611 2.0859 -0.30
N 2.6876 0.1691 0.7504 -0.02
C 3.9302 0.3015 0.1600 -0.14
C 4.8976 0.3614 1.1012 -0.10
N 4.2532 0.2731 2.3354 0.11
H 2.4021 0.2493 4.9641 0.14
H -0.0650 0.0230 5.5952 0.11
H -1.4057 -0.1219 3.2263 0.10
H 4.0435 0.3415 -0.9120 0.11
H 5.9653 0.4682 1.0182 0.11
H 4.6937 0.3535 3.2313 0.14
F -6.8871 2.0465 -0.0905 0.12
C -5.7099 1.4152 -0.0471 -0.15
C -4.5349 2.1281 0.0794 -0.15
F -4.5738 3.4614 0.1586 0.12
C -3.3254 1.4608 0.1236 -0.23
F -2.2228 2.2163 0.2343 0.08
C -3.2218 0.0726 0.0564 -0.52
S -1.7181 -0.8259 0.0940 0.67
C -4.4316 -0.6056 -0.0700 -0.25
F -4.4453 -1.9435 -0.1438 0.07
C -5.6519 0.0407 -0.1253 -0.15
F -6.7850 -0.6618 -0.2520 0.11
O 0.7544 1.9049 -0.2148 -0.28
C 1.0525 3.2641 -0.3533 -0.51
C 0.2879 4.0192 0.7348 -0.46
C -0.0857 3.5096 1.9394 -0.13
C -0.7032 4.4734 2.7874 -0.17
C -0.7770 5.6986 2.2053 -0.41
S -0.1099 5.6886 0.6299 1.05
C 2.5523 3.4850 -0.1374 -0.45
C 3.1865 3.6042 1.0641 -0.12
C 4.5907 3.7841 0.9421 -0.19
C 5.0001 3.7973 -0.3565 -0.42
S 3.6900 3.5855 -1.4256 1.04
C 0.5738 3.6749 -1.7462 -0.49
C -0.3169 2.9643 -2.4932 -0.10
C -0.6728 3.6130 -3.7093 -0.17
C -0.0482 4.8110 -3.8589 -0.41
S 0.9767 5.1536 -2.5357 1.00
H 0.0578 2.4725 2.2063 0.09
H -1.0886 4.2517 3.7739 0.10
H -1.2021 6.6079 2.6031 0.06
H 2.6588 3.5854 2.0085 0.12
H 5.2573 3.9198 1.7835 0.10
H 5.9969 3.9389 -0.7472 0.06
H -0.7140 2.0142 -2.1704 0.11
H -1.3639 3.2029 -4.4328 0.10
H -0.1281 5.5143 -4.6734 0.06
N 0.9144 -1.7465 -0.3262 -0.48
S 1.9379 -2.7322 -1.0082 1.09
C 1.1202 -4.3277 -0.9587 -0.37
C 1.8563 -5.5000 -1.1007 -0.08
C 1.1894 -6.7130 -1.1039 -0.07
C -0.1953 -6.7491 -0.9718 -0.07
C -0.9145 -5.5719 -0.8449 -0.06
C -0.2612 -4.3442 -0.8480 -0.07
C 3.3357 -3.0695 0.0693 -0.41
C 3.1547 -3.2174 1.4344 -0.07
C 4.2592 -3.4515 2.2364 -0.06
C 5.5276 -3.5380 1.6695 -0.07
C 5.6961 -3.3851 0.3036 -0.07
C 4.5915 -3.1366 -0.5050 -0.10
H 0.5522 -2.1746 0.5326 -0.01
H 2.9358 -5.4705 -1.1877 0.11
H 1.7520 -7.6322 -1.2068 0.11
H -0.7115 -7.7003 -0.9727 0.11
H -1.9924 -5.5966 -0.7490 0.11
H -0.8237 -3.4188 -0.7720 0.07
H 2.1642 -3.1421 1.8695 0.12
H 4.1314 -3.5717 3.3047 0.11
H 6.3890 -3.7179 2.3004 0.11
H 6.6844 -3.4458 -0.1346 0.11
H 4.7060 -2.9958 -1.5742 0.11
```


C37H28AgAsO2PS | wB97M-V/def2-TZVPD

Values from the calculation:
LUMO level	2.69	eV
relative energy (zero: lowest compared OMol25 entry of this formula, charge and spin)	44.9	kJ/mol
Kohn-Sham gap	7.10	eV
HOMO energy	-4.4	eV
total charge	-1
multiplicity	1

```
71
Properties=species:S:1:pos:R:3:lowdin_charge:R:1
Ag -0.1296 -0.2054 0.5210 0.38
S -1.5137 0.3547 2.4552 0.45
C -3.2208 0.2843 2.0938 -0.77
C -4.0994 0.7387 3.0946 -0.16
C -5.4684 0.7077 2.9320 -0.12
C -6.0222 0.2187 1.7535 -0.12
C -5.1759 -0.2317 0.7554 -0.12
C -3.7896 -0.2049 0.9109 -0.44
As -2.6130 -0.7672 -0.5221 1.27
C -2.0761 -2.5355 0.1393 -0.43
C -2.5783 -3.0844 1.3165 -0.11
C -2.1553 -4.3365 1.7366 -0.10
C -1.2280 -5.0469 0.9845 -0.11
C -0.7199 -4.4996 -0.1832 -0.08
C -1.1392 -3.2453 -0.6064 -0.13
C -3.9273 -1.3835 -1.8460 -0.40
C -4.5110 -2.6462 -1.8122 -0.10
C -5.4374 -3.0195 -2.7750 -0.09
C -5.7942 -2.1345 -3.7832 -0.11
C -5.2151 -0.8753 -3.8279 -0.10
C -4.2841 -0.5069 -2.8660 -0.13
H -3.6686 1.1189 4.0127 0.08
H -6.1080 1.0675 3.7299 0.09
H -7.0957 0.1870 1.6147 0.09
H -5.6019 -0.6163 -0.1634 0.09
H -3.2877 -2.5235 1.9132 0.10
H -2.5430 -4.7537 2.6583 0.09
H -0.8934 -6.0223 1.3179 0.09
H 0.0262 -5.0307 -0.7608 0.10
H -0.6935 -2.8144 -1.4953 0.09
H -4.2363 -3.3455 -1.0316 0.10
H -5.8815 -4.0069 -2.7371 0.10
H -6.5162 -2.4294 -4.5348 0.09
H -5.4799 -0.1799 -4.6151 0.10
H -3.8248 0.4745 -2.9152 0.09
O 1.5780 -1.8326 -2.8160 -0.01
C 1.9588 -1.4132 -1.7202 -0.66
O 1.4379 -1.6317 -0.5889 -0.17
C 3.2392 -0.5572 -1.7004 -0.12
C 4.1692 -0.7799 -2.7127 -0.03
C 5.3942 -0.1378 -2.7182 -0.09
C 5.7079 0.7546 -1.6989 -0.09
C 4.7813 1.0089 -0.7024 -0.11
C 3.5379 0.3749 -0.6923 -0.28
P 2.3208 0.7388 0.6278 1.07
C 3.0529 -0.1552 2.0530 -0.34
C 2.5411 -1.4084 2.3783 -0.09
C 3.0789 -2.1309 3.4343 -0.08
C 4.1306 -1.6135 4.1740 -0.10
C 4.6511 -0.3677 3.8513 -0.09
C 4.1163 0.3546 2.7960 -0.10
C 2.5973 2.4860 1.0786 -0.38
C 2.1345 2.8845 2.3366 -0.11
C 2.1556 4.2164 2.7125 -0.09
C 2.6225 5.1836 1.8313 -0.10
C 3.0502 4.8045 0.5693 -0.10
C 3.0330 3.4677 0.1931 -0.10
H 3.8906 -1.4818 -3.4878 0.11
H 6.1088 -0.3372 -3.5076 0.10
H 6.6693 1.2536 -1.6787 0.10
H 5.0364 1.7086 0.0838 0.09
H 1.7354 -1.8298 1.7915 0.08
H 2.6642 -3.1012 3.6773 0.10
H 4.5437 -2.1774 5.0015 0.09
H 5.4742 0.0465 4.4209 0.10
H 4.5226 1.3310 2.5600 0.10
H 1.7384 2.1451 3.0235 0.11
H 1.7921 4.4974 3.6930 0.10
H 2.6354 6.2268 2.1213 0.09
H 3.3986 5.5499 -0.1353 0.10
H 3.3544 3.1965 -0.8041 0.10
```


C37H28AuN2P2S2Te | wB97M-V/def2-TZVPD

Values from the calculation:
LUMO level	-3.85	eV
relative energy (zero: lowest compared OMol25 entry of this formula, charge and spin)	0.0	kJ/mol
Kohn-Sham gap	6.45	eV
HOMO energy	-10.3	eV
total charge	+1
multiplicity	1

```
73
Properties=species:S:1:pos:R:3:lowdin_charge:R:1
Au -0.2475 -0.7308 1.6842 0.78
S 0.3574 -2.2848 3.4166 0.56
C 1.3196 -0.8976 3.8157 -1.12
N 0.9813 0.2320 3.2294 -0.13
C 1.9041 1.2453 3.4743 -0.31
C 1.8562 2.5421 2.9732 -0.02
C 2.8493 3.4257 3.3449 -0.06
C 3.8747 3.0329 4.2119 -0.07
C 3.9270 1.7479 4.7172 -0.07
C 2.9337 0.8541 4.3315 -0.45
S 2.7404 -0.8224 4.7792 1.09
H 1.0578 2.8356 2.3042 0.09
H 2.8337 4.4384 2.9650 0.11
H 4.6386 3.7451 4.4922 0.11
H 4.7193 1.4463 5.3887 0.12
Te -1.7634 -0.8630 -3.1479 1.27
C -0.1289 0.2769 -3.8439 -0.57
C 1.1816 -0.1535 -3.6943 -0.12
C 2.2016 0.6641 -4.1588 -0.14
N 1.9954 1.8329 -4.7641 0.07
C 0.7350 2.2251 -4.9182 -0.15
C -0.3584 1.4937 -4.4692 -0.14
C -1.2318 -0.7067 -1.1356 -1.02
P -0.7767 0.6283 -0.1392 0.81
C 0.7586 1.4959 -0.5674 -0.35
C 1.9931 0.9516 -0.2157 -0.13
C 3.1708 1.5784 -0.5858 -0.06
C 3.1253 2.7610 -1.3117 -0.06
C 1.9023 3.3146 -1.6597 -0.06
C 0.7215 2.6899 -1.2864 -0.09
C -2.0275 1.9032 0.0618 -0.35
C -3.3094 1.6654 -0.4273 -0.08
C -4.3094 2.6075 -0.2332 -0.06
C -4.0364 3.7720 0.4687 -0.06
C -2.7630 4.0037 0.9762 -0.06
C -1.7592 3.0733 0.7735 -0.09
P -1.0151 -2.0145 -0.0458 0.74
C -2.4848 -2.8348 0.5935 -0.36
C -2.3801 -3.9239 1.4604 -0.11
C -3.5254 -4.4842 1.9977 -0.06
C -4.7736 -3.9628 1.6755 -0.06
C -4.8797 -2.8783 0.8185 -0.06
C -3.7346 -2.3087 0.2798 -0.08
C 0.1508 -3.2719 -0.5794 -0.35
C 1.4833 -2.9084 -0.7733 -0.10
C 2.3798 -3.8166 -1.3057 -0.06
C 1.9454 -5.0879 -1.6647 -0.05
C 0.6198 -5.4498 -1.4870 -0.05
C -0.2809 -4.5477 -0.9372 -0.07
H 1.4116 -1.1004 -3.2210 0.09
H 3.2366 0.3590 -4.0479 0.11
H 0.5845 3.1756 -5.4187 0.11
H -1.3620 1.8738 -4.6105 0.09
H 2.0436 0.0442 0.3753 0.07
H 4.1223 1.1517 -0.2968 0.11
H 4.0434 3.2530 -1.6044 0.11
H 1.8658 4.2303 -2.2345 0.12
H -0.2273 3.1258 -1.5723 0.11
H -3.5126 0.7560 -0.9771 0.06
H -5.3010 2.4305 -0.6277 0.11
H -4.8182 4.5035 0.6240 0.11
H -2.5554 4.9100 1.5290 0.11
H -0.7661 3.2583 1.1643 0.09
H -1.4079 -4.3273 1.7200 0.10
H -3.4468 -5.3276 2.6704 0.11
H -5.6660 -4.4054 2.0977 0.11
H -5.8518 -2.4751 0.5688 0.11
H -3.8058 -1.4581 -0.3865 0.08
H 1.8147 -1.9096 -0.5175 0.08
H 3.4155 -3.5367 -1.4452 0.11
H 2.6446 -5.7965 -2.0885 0.11
H 0.2821 -6.4354 -1.7775 0.11
H -1.3155 -4.8340 -0.8058 0.11
```


C37H28ClF5N7NdO5S3 | wB97M-V/def2-TZVPD

Values from the calculation:
LUMO level (spin up / spin down)	-1.02 / -1.01	eV
relative energy (zero: lowest compared OMol25 entry of this formula, charge and spin)	0.0	kJ/mol
expectation value of S²	3.753
Kohn-Sham gap (spin up / spin down)	7.49 / 7.50	eV
HOMO energy (spin up / spin down)	-8.5 / -8.5	eV
multiplicity	4

```
87
Properties=species:S:1:pos:R:3:lowdin_charge:R:1
Nd 12.8589 13.5208 10.8960 1.69
C 11.1654 7.8686 10.1051 -0.44
S 11.9215 8.7318 8.7328 0.84
C 12.0422 10.4557 9.2125 -1.15
S 11.5681 10.9756 10.7488 0.57
N 12.5418 11.1111 8.2045 -0.10
N 12.7978 12.4525 8.4938 -0.12
C 13.2613 13.0725 7.5008 -0.09
C 13.6008 14.5281 7.6459 -0.26
C 13.6906 15.2950 6.5123 -0.04
C 14.1490 16.5789 6.6072 -0.06
C 14.5808 17.0834 7.8123 -0.04
C 14.4038 16.2753 8.9046 -0.12
N 13.9150 15.0241 8.8653 0.03
H 10.8319 6.9321 9.7136 0.02
H 10.3403 8.4147 10.4919 0.00
H 11.8495 7.6449 10.9308 0.04
H 13.3824 12.6164 6.5400 0.13
H 13.4417 14.8402 5.5394 0.13
H 14.2192 17.2185 5.7108 0.13
H 15.0336 18.0642 7.8823 0.12
H 14.6443 16.6473 9.9133 0.12
O 11.4047 19.8706 11.3062 0.13
C 10.4657 18.9503 11.4991 -0.49
O 9.5442 19.1232 12.2674 0.14
C 10.6083 17.6997 10.7260 -0.06
C 9.8826 17.2095 9.6470 -0.54
Cl 8.5522 17.8386 8.7448 0.77
N 10.3827 15.9564 9.3560 -0.05
N 11.4129 15.6603 10.1493 0.06
C 11.5497 16.6875 11.0005 -0.13
C 12.7498 16.6558 11.9052 -0.54
O 13.1372 17.6804 12.4837 0.07
O 13.3674 15.5129 11.8786 -0.26
C 10.0739 15.0770 8.2151 -0.20
C 10.2009 15.5550 6.9382 -0.06
C 9.9604 14.6896 5.8879 -0.09
C 9.7095 13.3671 6.1026 -0.07
C 9.5782 12.8774 7.4194 -0.04
C 9.7053 13.7678 8.4733 -0.01
H 12.2346 19.4052 11.0677 0.12
H 10.4969 16.5882 6.8183 0.11
H 9.9896 15.0980 4.8636 0.12
H 9.5828 12.6764 5.2986 0.10
H 9.4398 11.8357 7.5992 0.11
H 9.5533 13.3716 9.4839 0.10
C 16.7528 12.6135 13.5354 -0.06
C 15.2496 12.6005 13.6998 -0.24
O 14.5935 13.4840 12.7477 -0.24
H 17.2464 12.0497 14.3395 0.09
H 17.1038 13.6363 13.5685 0.08
H 17.0814 12.1357 12.6115 0.05
H 14.9653 12.8807 14.7298 0.13
H 14.8158 11.6144 13.5538 0.11
H 14.3113 14.3215 13.1492 0.06
S 19.1025 9.5511 10.0273 0.99
C 17.5858 10.5279 10.1585 -0.50
C 17.5171 11.8688 9.8709 -0.07
C 16.2725 12.4650 9.9874 -0.13
N 15.1435 11.8263 10.3255 0.01
C 15.2157 10.5217 10.4790 -0.13
C 16.4310 9.8599 10.4874 -0.07
C 20.1483 10.3774 11.2630 -0.51
C 20.3672 9.7858 12.4997 -0.07
C 21.1599 10.4714 13.4254 -0.14
N 21.7089 11.6637 13.2007 0.06
C 21.5542 12.1758 11.9820 -0.13
C 20.7557 11.5781 10.9692 -0.08
H 18.3961 12.4614 9.5873 0.11
H 16.1472 13.5280 9.7658 0.11
H 14.2957 9.9618 10.7084 0.10
H 16.4689 8.7974 10.6583 0.11
H 19.9286 8.8270 12.7305 0.10
H 21.3957 10.0176 14.3615 0.10
H 21.9571 13.1852 11.8580 0.11
H 20.5715 12.0955 10.0193 0.10
F 12.4407 14.4027 14.4014 0.03
C 11.2555 13.7867 14.0700 -0.25
C 10.9324 13.5544 12.7354 -0.11
C 9.6584 12.9622 12.6315 -0.28
F 9.0369 12.8005 11.4214 -0.01
C 8.8703 12.5422 13.7014 -0.14
F 7.6280 12.0470 13.5161 0.10
C 9.3394 12.6998 15.0044 -0.13
F 8.6586 12.1873 16.0564 0.10
C 10.5129 13.4087 15.1748 -0.13
F 11.0102 13.6229 16.4393 0.07
```


Look up the multiplicity of the fourth one.
4


Which value of multiplicity does entry 3 give?
1


Among the records above, which one has the highest multiplicity?
C37H28ClF5N7NdO5S3